{"formula": "C6H11NO2", "method": "ωB97M-V/def2-TZVPD", "symbols": ["O", "O", "N", "C", "C", "C", "C", "C", "C", "H", "H", "H", "H", "H", "H", "H", "H", "H", "H", "H"], "xyz": [[-1.369, -1.210, -0.878], [1.741, 2.038, -1.105], [2.017, -1.540, -0.285], [0.895, 1.704, -0.283], [-1.507, 1.348, 0.307], [0.474, -1.278, 1.541], [0.844, -1.137, 0.089], [-0.387, 1.009, -0.675], [-0.143, -0.490, -0.894], [-1.516, 0.685, 1.175], [2.185, -1.367, -1.284], [-2.482, 1.262, -0.185], [1.079, 1.825, 0.800], [-0.689, 1.446, -1.637], [0.849, -0.410, 2.091], [0.279, -0.611, -1.901], [-0.608, -1.349, 1.665], [0.932, -2.181, 1.955], [-1.416, 2.374, 0.681], [-1.176, -2.117, -1.177]], "lowdin_charge": [-0.02, 0.06, 0.15, -0.22, -0.05, -0.04, -0.37, -0.28, -0.32, 0.07, 0.06, 0.09, 0.13, 0.15, 0.08, 0.15, 0.07, 0.08, 0.09, 0.12], "charge": 0, "e_tot_ha": -440.421210, "homo_ev": -9.9, "orbital_gap_ev": 10.538, "relative_energy_kj_mol": 173.4, "smiles": "[H]/N=C(/C)[C@@H](O)[C@@H](C)C=O"}

=====

{"formula": "C81H192O34", "method": "ωB97M-V/def2-TZVPD", "symbols": ["O", "O", "O", "O", "O", "O", "O", "O", "O", "O", "O", "O", "O", "O", "O", "O", "O", "O", "O", "O", "O", "O", "O", "O", "O", "O", "O", "O", "O", "O", "O", "O", "O", "O", "C", "C", "C", "C", "C", "C", "C", "C", "C", "C", "C", "C", "C", "C", "C", "C", "C", "C", "C", "C", "C", "C", "C", "C", "C", "C", "C", "C", "C", "C", "C", "C", "C", "C", "C", "C", "C", "C", "C", "C", "C", "C", "C", "C", "C", "C", "C", "C", "C", "C", "C", "C", "C", "C", "C", "C", "C", "C", "C", "C", "C", "C", "C", "C", "C", "C", "C", "C", "C", "C", "C", "C", "C", "C", "C", "C", "C", "C", "C", "C", "C", "H", "H", "H", "H", "H", "H", "H", "H", "H", "H", "H", "H", "H", "H", "H", "H", "H", "H", "H", "H", "H", "H", "H", "H", "H", "H", "H", "H", "H", "H", "H", "H", "H", "H", "H", "H", "H", "H", "H", "H", "H", "H", "H", "H", "H", "H", "H", "H", "H", "H", "H", "H", "H", "H", "H", "H", "H", "H", "H", "H", "H", "H", "H", "H", "H", "H", "H", "H", "H", "H", "H", "H", "H", "H", "H", "H", "H", "H", "H", "H", "H", "H", "H", "H", "H", "H", "H", "H", "H", "H", "H", "H", "H", "H", "H", "H", "H", "H", "H", "H", "H", "H", "H", "H", "H", "H", "H", "H", "H", "H", "H", "H", "H", "H", "H", "H", "H", "H", "H", "H", "H", "H", "H", "H", "H", "H", "H", "H", "H", "H", "H", "H", "H", "H", "H", "H", "H", "H", "H", "H", "H", "H", "H", "H", "H", "H", "H", "H", "H", "H", "H", "H", "H", "H", "H", "H", "H", "H", "H", "H", "H", "H", "H", "H", "H", "H", "H", "H", "H", "H", "H", "H", "H", "H", "H", "H", "H", "H", "H", "H", "H", "H", "H", "H", "H", "H", "H", "H", "H", "H", "H", "H"], "xyz": [[-0.162, 2.307, -7.804], [8.209, -0.560, 3.820], [-1.501, -4.274, -3.606], [5.568, 2.937, -0.426], [3.643, -0.635, 5.411], [6.801, -6.061, 6.444], [5.249, -5.169, 4.150], [3.908, 4.879, 2.896], [-0.595, -3.503, 1.931], [3.267, 1.321, -0.640], [7.556, 4.231, 3.563], [-5.166, -1.846, -8.140], [7.960, -0.230, -0.336], [-5.524, -4.185, 1.528], [-3.825, 5.267, 2.980], [2.825, -0.264, -8.624], [-3.028, 0.803, 1.593], [0.221, 2.282, 5.363], [-4.864, 6.746, 0.585], [1.799, 2.540, -5.366], [-3.734, -3.195, 5.506], [6.349, -1.335, 1.572], [2.528, -4.996, -1.992], [1.720, -0.154, 0.947], [5.522, 2.959, 4.582], [1.023, 5.384, -0.238], [0.024, 0.388, -1.474], [0.095, -2.683, -5.488], [-3.769, 1.939, -3.678], [-0.206, -1.586, 8.442], [-5.854, -1.243, -11.027], [-4.590, -4.702, 7.804], [-8.490, -1.980, 1.261], [-6.662, -2.063, -2.314], [-5.522, -4.205, 6.863], [1.607, -3.676, 2.484], [-0.416, 2.699, -6.465], [0.973, 3.985, -0.618], [-5.029, -3.025, 6.042], [-1.830, -5.500, -2.984], [-4.845, 4.027, -4.100], [-2.418, -0.744, 8.754], [-4.074, 4.174, -2.860], [-6.139, -2.953, 1.256], [-3.210, -2.002, 4.964], [7.367, -5.887, 5.149], [-3.158, 5.449, 1.698], [8.370, -0.675, -1.604], [-0.745, 5.150, -1.745], [5.601, -3.884, 3.701], [-6.451, -1.737, -8.795], [-1.751, -4.275, -4.994], [-7.635, -3.087, 0.826], [-1.323, 1.650, -8.318], [-5.477, 7.108, -0.580], [-5.064, 0.738, 0.526], [4.283, 1.631, -8.862], [7.562, 4.060, 2.126], [-3.903, 1.315, 2.565], [-9.890, -2.192, 1.130], [-4.517, -3.920, 9.049], [-4.246, -4.001, 2.041], [-5.963, -0.406, -12.165], [7.809, -0.389, 5.182], [0.225, -3.461, 3.067], [-4.629, -1.437, -3.214], [3.681, 3.461, 3.022], [-0.029, -4.293, 0.901], [3.031, 3.198, -5.049], [-5.294, 1.222, 1.960], [-0.472, 2.718, 4.201], [0.233, 6.144, -1.094], [-4.973, 2.524, -4.129], [5.820, 2.579, 5.932], [-6.031, -0.948, -2.929], [-4.405, 6.399, 3.531], [2.645, -2.935, -3.127], [-0.180, -0.726, -0.601], [6.137, 2.142, -1.447], [7.720, -6.327, 7.485], [0.807, 3.403, -5.877], [2.663, -1.553, 5.814], [4.081, -0.634, -8.059], [-6.551, -0.729, -9.888], [-4.851, -2.850, -3.638], [-0.296, -0.306, 7.787], [-4.758, -0.723, -7.326], [7.705, 0.372, 2.932], [0.584, -1.588, -6.262], [-4.088, 5.577, 0.478], [0.733, 3.403, 6.155], [2.171, 0.215, 2.244], [4.084, 3.019, 4.428], [2.826, 1.163, -8.612], [5.046, 0.363, -8.705], [0.287, -0.337, 0.851], [3.156, 5.577, 1.882], [6.338, -0.117, 2.328], [0.451, 4.634, 5.327], [-3.750, 0.044, 0.649], [4.049, -3.312, -2.787], [-3.191, 2.887, -2.811], [6.304, -6.137, 4.110], [-0.272, 0.142, -2.891], [-0.756, 4.191, 4.543], [5.212, -1.818, 0.905], [-1.576, -1.991, 8.770], [1.892, -4.260, -3.055], [-0.488, 3.856, -1.034], [1.397, -3.947, 1.011], [-1.262, -2.963, -5.660], [-6.186, -3.296, -2.996], [3.903, -4.583, -1.956], [3.170, 0.821, -1.908], [-1.442, 0.393, 8.478], [2.030, -4.781, 0.707], [0.160, 3.409, 7.082], [4.692, -3.283, 3.693], [-6.508, -0.611, -3.850], [7.030, 3.167, 1.799], [-5.992, 8.057, -0.428], [5.161, 1.807, 6.329], [-3.184, -0.770, 7.979], [-5.015, -2.207, 6.762], [-3.717, -4.931, 2.249], [-0.677, 3.041, -1.732], [-7.725, -3.229, -0.251], [4.235, 2.119, -9.835], [6.228, -3.383, 4.439], [-2.453, 4.617, 1.685], [5.623, 3.477, 6.517], [1.587, 1.094, 2.517], [6.726, -0.426, 5.298], [0.155, -2.459, 3.489], [0.669, 0.196, 7.860], [9.085, 0.002, -2.071], [7.225, 2.189, -1.468], [-3.168, -1.261, 5.762], [-1.993, -2.638, 7.999], [2.914, -2.604, 5.671], [4.982, -1.082, 0.136], [-3.811, -0.997, 0.966], [6.689, 3.918, 3.830], [-4.816, 6.175, 4.515], [0.143, 2.667, 3.302], [5.576, -0.279, 3.090], [-10.262, -2.212, 0.106], [-10.221, -3.089, 1.654], [4.398, -0.840, 5.968], [5.944, 0.574, -8.124], [5.477, -2.782, 0.469], [-5.599, -1.023, -12.987], [-6.217, -2.312, 2.134], [5.879, 1.116, -1.183], [-4.429, 4.567, -4.951], [-1.750, 5.556, -1.631], [2.945, 3.883, -4.206], [8.588, 3.854, 1.821], [-3.351, 5.692, -0.317], [2.133, -2.231, -2.472], [-6.023, 0.145, -9.505], [-0.399, -0.540, 6.727], [0.465, -1.755, -7.333], [1.246, 3.939, -6.718], [1.650, -1.414, -6.121], [-4.003, -3.463, -3.331], [2.064, -4.519, 3.004], [3.619, 2.351, -4.695], [-4.795, 7.215, -1.424], [-4.181, -2.940, 8.710], [-1.646, 4.193, 5.173], [-5.957, -0.093, -2.258], [5.838, -7.104, 4.296], [-4.700, 4.675, 0.467], [4.578, -3.572, -3.704], [-5.176, 6.773, 2.858], [1.965, -0.548, 2.995], [-1.835, -2.182, -5.159], [2.130, 5.471, 2.234], [-1.357, 0.050, -2.928], [-5.845, -4.951, 6.136], [4.483, 2.499, -8.234], [8.456, -5.523, 7.521], [7.487, -0.957, 0.075], [3.238, 0.439, 2.231], [7.524, -0.693, -2.291], [-5.812, 4.509, -3.956], [6.785, -6.182, 3.133], [2.248, -2.801, 2.596], [-4.325, -3.461, 2.985], [-3.790, 0.810, 3.525], [4.290, -2.027, 1.446], [8.436, 0.543, 2.142], [7.661, 1.355, 3.402], [-6.687, -2.721, -9.199], [1.776, 3.355, 6.467], [-4.016, -1.452, -2.313], [-3.512, -3.520, 1.395], [-1.230, -0.958, -0.424], [-6.087, -4.098, -2.265], [-3.221, -0.086, -0.295], [0.923, 6.467, -1.874], [-1.238, -5.142, -5.411], [2.332, -1.280, 6.817], [1.897, -1.336, 5.069], [2.425, 0.025, -1.917], [2.017, -4.821, -3.981], [-6.465, -4.050, 7.389], [-4.759, 4.260, -2.017], [-3.653, 7.188, 3.571], [0.417, -1.591, -0.890], [-5.364, 0.501, -12.081], [2.422, 1.392, -7.626], [0.513, 4.118, -5.108], [-0.297, -5.340, 1.047], [5.329, 0.082, -9.720], [2.574, -2.495, -4.122], [4.547, -2.556, -2.181], [-7.566, -0.353, -10.020], [-5.799, 2.098, -3.560], [1.749, 3.755, -1.348], [-6.251, 6.392, -0.855], [-7.946, -4.004, 1.328], [-5.642, -2.369, 0.481], [0.829, -4.075, -2.900], [-0.965, 1.114, -9.197], [0.087, -0.666, -5.960], [-4.356, 0.154, -7.833], [-2.954, -0.621, 9.696], [-3.529, 2.328, 2.714], [-0.047, -1.119, 1.534], [7.173, -6.328, 8.428], [-1.429, -6.446, -3.349], [1.579, -3.139, 0.302], [6.828, 2.224, 6.145], [4.389, -1.656, -8.282], [8.238, 0.574, 5.459], [-1.152, 3.499, -6.377], [-2.182, -2.175, 4.644], [-2.091, 2.379, -8.577], [2.645, 3.176, 2.840], [-5.792, 0.463, 2.564], [-1.581, -5.456, -1.924], [2.532, 0.962, -0.138], [-1.742, 0.994, -7.555], [4.085, 0.369, -2.289], [3.641, 3.741, 5.113], [-3.788, -4.369, 9.723], [-3.179, 2.515, -1.786], [-1.599, -2.591, 9.680], [-0.750, 1.810, -5.931], [3.711, 2.004, 4.571], [0.266, 5.503, 5.958], [-6.902, -3.553, -3.776], [-0.509, 5.029, -2.802], [-0.470, -4.019, -0.058], [-2.794, -4.462, -5.250], [-6.991, -0.086, -12.335], [-5.621, -0.499, -6.699], [-1.185, 0.775, 9.466], [-0.042, -4.180, 3.842], [2.838, 1.581, -2.615], [-0.214, 0.523, 1.294], [-5.041, 1.551, -0.200], [8.163, -7.298, 7.264], [8.908, -1.615, -1.485], [3.405, 6.636, 1.805], [-1.136, 3.710, -0.170], [7.819, -4.895, 5.159], [0.116, 0.931, -3.535], [5.943, 0.589, 1.597], [-5.221, 2.189, -5.137], [-5.861, 0.073, 0.194], [5.732, 2.459, -2.408], [-3.531, 5.118, -2.897], [-1.503, -2.920, -6.722], [1.275, 4.899, 4.664], [-5.825, 2.167, 2.076], [-2.184, 3.078, -3.182], [-1.033, 4.820, 3.697], [0.214, -0.770, -3.238], [-10.545, -1.422, 1.537], [-3.987, -1.065, -6.635], [-7.218, -1.555, -8.043], [4.635, -5.350, -2.209], [-3.838, -1.580, 4.180], [6.121, -3.764, 2.750], [-2.913, -5.626, -2.978], [7.240, 4.948, 1.581], [-0.215, 7.033, -0.650], [-5.781, -2.736, 5.308], [-4.825, -2.927, -4.725], [1.134, 3.333, 0.240], [3.990, -4.287, -0.911], [-5.495, -3.881, 9.528], [4.656, 2.656, -0.322], [3.253, 5.232, 0.853], [-2.547, 6.349, 1.766], [4.312, 2.928, 2.312], [-4.117, -0.819, -3.952], [2.141, 1.561, -9.361], [8.160, -6.631, 5.080], [-1.437, 2.213, 4.159], [3.604, 3.541, -5.911], [8.251, -1.140, 5.836], [-1.951, 1.105, 7.827], [4.130, -0.484, -6.980]], "lowdin_charge": [-0.19, -0.18, -0.20, -0.13, -0.13, -0.21, -0.17, -0.18, -0.16, -0.12, -0.14, -0.18, -0.13, -0.15, -0.21, -0.14, -0.13, -0.15, -0.18, -0.21, -0.17, -0.23, -0.15, -0.22, -0.21, -0.16, -0.21, -0.19, -0.13, -0.14, -0.17, -0.18, -0.19, -0.15, -0.21, -0.14, -0.21, -0.14, -0.22, -0.11, -0.18, -0.20, -0.18, -0.21, -0.10, -0.21, -0.16, -0.16, -0.17, -0.11, -0.20, -0.19, -0.14, -0.09, -0.13, -0.15, -0.17, -0.14, -0.21, -0.13, -0.05, -0.11, -0.11, -0.08, -0.21, -0.18, -0.17, -0.20, -0.09, -0.13, -0.19, -0.20, -0.22, -0.08, -0.21, -0.12, -0.17, -0.15, -0.16, -0.11, -0.20, -0.14, -0.20, -0.22, -0.17, -0.21, -0.09, -0.18, -0.08, -0.19, -0.17, -0.06, -0.16, -0.19, -0.18, -0.13, -0.08, -0.12, -0.17, -0.22, -0.16, -0.18, -0.18, -0.04, -0.17, -0.10, -0.18, -0.18, -0.16, -0.17, -0.19, -0.11, -0.19, -0.17, -0.15, 0.11, 0.11, 0.07, 0.12, 0.05, 0.10, 0.08, 0.08, 0.10, 0.10, 0.08, 0.10, 0.11, 0.08, 0.11, 0.09, 0.07, 0.07, 0.10, 0.11, 0.08, 0.08, 0.07, 0.10, 0.09, 0.08, 0.10, 0.00, 0.09, 0.10, 0.11, 0.08, 0.08, 0.06, 0.11, 0.09, 0.09, 0.12, 0.05, 0.12, 0.08, 0.09, 0.07, 0.10, 0.09, 0.11, 0.11, 0.09, 0.13, 0.08, 0.09, 0.12, 0.08, 0.09, 0.06, 0.12, 0.10, 0.13, 0.13, 0.12, 0.08, 0.07, 0.11, 0.07, 0.08, 0.12, 0.10, 0.08, 0.04, 0.09, 0.07, 0.12, 0.12, 0.08, 0.07, 0.10, 0.07, 0.12, 0.11, 0.13, 0.10, 0.11, 0.08, 0.11, 0.11, 0.10, 0.11, 0.12, 0.08, 0.06, 0.07, 0.12, 0.12, 0.10, 0.09, 0.11, 0.08, 0.10, 0.11, 0.13, 0.12, 0.10, 0.10, 0.13, 0.12, 0.12, 0.09, 0.12, 0.10, 0.10, 0.10, 0.08, 0.07, 0.11, 0.10, 0.11, 0.09, 0.09, 0.10, 0.08, 0.12, 0.08, 0.12, 0.09, 0.09, 0.10, 0.11, 0.08, 0.04, 0.07, 0.08, 0.12, 0.09, 0.11, 0.12, 0.11, 0.11, 0.12, 0.11, 0.10, 0.11, 0.11, 0.08, 0.08, 0.12, 0.12, 0.07, 0.11, 0.10, 0.09, 0.08, 0.09, 0.11, 0.12, 0.08, 0.11, 0.12, 0.10, 0.07, 0.10, 0.13, 0.10, 0.11, 0.10, 0.10, 0.07, 0.08, 0.07, 0.12, 0.12, 0.07, 0.08, 0.08, 0.08, 0.12, 0.13, 0.10, 0.11, 0.09, 0.09, 0.03, 0.07, 0.12, 0.12, 0.10, 0.12, 0.12, 0.11, 0.08, 0.09, 0.11, 0.11], "charge": 0, "e_tot_ha": -5758.748247, "homo_ev": -9.0, "orbital_gap_ev": 9.181}

=====

{"formula": "C25H28FeO3S3", "method": "ωB97M-V/def2-TZVPD", "symbols": ["Fe", "S", "S", "S", "O", "O", "O", "C", "C", "C", "C", "C", "C", "C", "C", "C", "C", "C", "C", "C", "C", "C", "C", "C", "C", "C", "C", "C", "C", "C", "C", "C", "H", "H", "H", "H", "H", "H", "H", "H", "H", "H", "H", "H", "H", "H", "H", "H", "H", "H", "H", "H", "H", "H", "H", "H", "H", "H", "H", "H"], "xyz": [[0.467, 0.056, 0.137], [-1.392, -2.184, -0.571], [0.690, -2.959, 1.887], [1.696, -3.797, -1.227], [1.141, 6.241, 1.551], [0.286, -0.015, 1.960], [1.078, 1.754, 0.148], [0.523, 0.883, 2.830], [0.431, -0.233, -2.609], [-1.885, -3.136, 0.880], [0.850, 4.577, 3.135], [0.956, 2.614, 1.132], [0.576, 0.355, 4.228], [1.267, 6.696, 0.204], [-1.011, 0.696, -0.830], [-0.719, 0.483, -2.199], [0.718, 3.270, 3.472], [0.701, -0.414, -3.939], [-0.183, 0.096, -4.911], [0.057, -4.455, -1.661], [2.087, -4.812, 0.226], [0.740, 2.238, 2.492], [-2.987, 1.912, -1.406], [1.031, 4.934, 1.776], [1.089, 3.965, 0.791], [2.053, -4.101, 1.575], [-1.603, 1.000, -3.173], [-0.807, -3.940, 1.618], [-2.751, 1.710, -2.734], [-2.085, 1.422, -0.428], [-1.061, -3.438, -1.834], [-1.308, 0.781, -4.538], [-1.217, -4.247, 2.581], [1.418, -5.672, 0.218], [0.563, 3.014, 4.509], [2.120, -4.843, 2.373], [1.253, 4.203, -0.248], [-3.862, 2.463, -1.089], [-0.297, -0.268, 4.414], [0.148, -4.992, -2.607], [0.033, -0.061, -5.959], [-1.997, -3.977, -1.999], [-3.435, 2.101, -3.477], [-1.989, 1.164, -5.287], [0.429, 6.346, -0.401], [1.584, -0.959, -4.244], [2.210, 6.358, -0.229], [1.255, 7.779, 0.257], [1.450, -0.297, 4.292], [-2.263, 1.624, 0.622], [0.661, 1.122, 4.987], [-0.553, -4.848, 1.076], [0.818, 5.366, 3.873], [-2.313, -2.387, 1.549], [-0.215, -5.194, -0.913], [1.126, -0.689, -1.893], [3.091, -5.213, 0.080], [2.928, -3.455, 1.670], [-0.890, -2.836, -2.729], [-2.702, -3.800, 0.591]], "lowdin_charge": [0.74, 0.93, 0.86, 0.85, -0.04, -0.12, -0.09, -0.30, -0.07, -0.49, 0.02, -0.27, 0.03, -0.04, -0.22, -0.21, 0.00, -0.06, -0.06, -0.51, -0.53, -0.09, -0.05, -0.26, 0.08, -0.53, -0.15, -0.49, -0.02, -0.06, -0.48, -0.01, 0.08, 0.07, 0.11, 0.08, 0.12, 0.11, 0.10, 0.08, 0.11, 0.09, 0.12, 0.12, 0.10, 0.12, 0.10, 0.10, 0.11, 0.12, 0.07, 0.06, 0.13, 0.08, 0.06, 0.09, 0.08, 0.07, 0.07, 0.09], "charge": 1, "e_tot_ha": -3653.149316, "spin_multiplicity": 2, "homo_ev": [-10.9, -10.9], "orbital_gap_ev": [7.444, 7.447], "relative_energy_kj_mol": 0.0}

=====

Which formula does entry 2 have?
C81H192O34